1.
A 14-piece molecular cluster, C28H84O14 overall in a non-equilibrium geometry, computed with wB97M-V/def2-TZVPD.

Summary:
HOMO-LUMO gap	9.19	eV
energy above the lowest of the compared OMol25 structures with the same formula, charge and spin	466.7	kJ/mol
M	644.97	g/mol
calculated total energy	-59056.9370	eV

Geometry as ORCA input:
```
! wB97M-V def2-TZVPD RIJCOSX def2/J DEFGRID3
* xyz 0 1
C 12.42104 -17.68323 10.50704
C 11.42913 -16.58926 10.92356
O 10.95058 -16.06127 9.69733
H 12.88725 -17.48523 9.54187
H 12.00220 -18.68940 10.52382
H 13.19510 -17.77707 11.26871
H 11.98502 -15.72198 11.27983
H 10.60688 -16.84781 11.59076
H 10.50138 -15.24504 9.92881
C 15.12206 -14.07830 5.38425
C 15.68172 -14.51272 6.76461
O 17.12416 -14.27708 6.91683
H 15.61492 -14.49552 4.50610
H 15.07036 -12.98964 5.36864
H 14.06240 -14.31116 5.27935
H 15.43714 -15.57370 6.81567
H 15.06330 -13.96308 7.47423
H 17.27722 -14.36610 7.86036
C 14.76392 -15.17160 10.64504
C 14.57808 -13.62142 10.62651
O 15.48777 -13.01501 11.54578
H 14.13486 -15.70246 9.93050
H 14.60326 -15.53549 11.65987
H 15.78417 -15.32851 10.29495
H 13.55655 -13.55129 11.00023
H 14.64832 -13.11343 9.66468
H 15.16690 -12.28396 12.07890
C 17.49246 -17.43085 8.20163
C 17.93914 -18.81398 7.86737
O 18.50077 -18.97167 6.56647
H 16.76043 -17.18011 7.43393
H 18.25132 -16.65706 8.31775
H 16.81355 -17.52708 9.04893
H 17.08583 -19.48639 7.95584
H 18.65394 -19.26709 8.55428
H 19.45962 -18.93039 6.58842
C 19.47783 -15.54697 12.62494
C 18.56370 -15.95030 11.51032
O 18.33358 -17.27850 11.77538
H 20.22767 -16.31286 12.82312
H 18.90357 -15.26178 13.50640
H 20.03516 -14.62612 12.45312
H 19.19485 -15.75500 10.64337
H 17.67627 -15.33265 11.37220
H 19.13608 -17.75703 11.55495
C 10.36334 -12.78931 11.92190
C 9.25141 -12.88572 10.85663
O 9.35772 -14.05781 10.20866
H 11.33948 -12.84921 11.44060
H 10.30614 -13.57135 12.67903
H 10.26975 -11.85999 12.48378
H 9.53294 -12.20889 10.04993
H 8.30879 -12.75239 11.38747
H 9.00790 -13.92675 9.32434
C 12.30419 -12.16357 7.04317
C 12.16167 -10.91216 7.84878
O 13.32113 -10.13098 7.90754
H 12.29115 -12.07651 5.95673
H 11.66904 -12.94085 7.46803
H 13.28898 -12.51116 7.35540
H 11.89336 -11.20698 8.86328
H 11.36689 -10.40906 7.29803
H 13.62817 -10.18462 8.81553
C 12.52612 -16.71155 6.64988
C 11.09451 -17.23522 6.59982
O 10.81908 -17.89454 7.76337
H 13.27888 -17.49857 6.69521
H 12.66579 -15.91784 7.38378
H 12.76560 -16.23272 5.70042
H 10.91375 -17.92252 5.77335
H 10.45062 -16.38694 6.36755
H 10.72332 -17.26274 8.47979
C 20.30229 -13.11940 8.80372
C 18.96077 -12.50017 9.32847
O 17.93024 -13.49954 9.42708
H 20.90320 -13.52932 9.61550
H 20.94493 -12.28806 8.51390
H 20.18759 -13.78438 7.94771
H 18.76215 -11.71029 8.60408
H 19.09291 -12.15126 10.35261
H 17.41659 -13.48684 10.23800
C 16.84882 -12.13196 16.25337
C 16.34773 -13.50688 15.58332
O 17.38696 -14.43741 15.51245
H 16.04451 -11.39653 16.27115
H 17.81094 -11.77538 15.88557
H 17.12876 -12.30769 17.29204
H 15.95270 -13.25034 14.60036
H 15.45988 -13.91967 16.06231
H 16.97154 -15.14214 15.01006
C 13.36169 -16.24253 14.51985
C 14.19163 -16.82605 15.56198
O 15.55363 -16.78519 15.13307
H 13.45836 -15.15882 14.45408
H 12.28692 -16.30016 14.69203
H 13.51059 -16.67392 13.52998
H 13.88763 -17.84490 15.80200
H 14.11388 -16.24230 16.47920
H 15.58403 -17.20808 14.27177
C 17.30015 -9.83016 14.18520
C 16.21600 -9.57552 13.04093
O 15.33229 -10.63186 13.12416
H 16.81986 -9.82625 15.16368
H 17.98282 -8.98052 14.17237
H 17.83844 -10.76847 14.05138
H 16.64669 -9.59193 12.03975
H 15.63878 -8.66138 13.17978
H 14.67985 -10.42099 13.79606
C 11.81551 -9.15585 12.06655
C 12.95834 -8.76968 11.17026
O 13.67713 -9.89965 10.66693
H 12.07284 -9.50595 13.06622
H 11.12624 -9.86284 11.60484
H 11.33632 -8.25610 12.45245
H 13.67312 -8.07724 11.61490
H 12.48269 -8.20537 10.36813
H 14.26411 -10.11983 11.39397
C 12.28713 -11.98343 14.36928
C 13.13547 -11.25924 15.47927
O 13.63120 -10.06300 14.91606
H 12.69898 -12.00669 13.36035
H 11.31298 -11.50057 14.44670
H 12.11883 -13.00094 14.72205
H 13.90725 -12.00260 15.67894
H 12.69401 -11.04605 16.45280
H 13.12102 -9.28606 15.15625
*
```

=====

2.
C17H39AlBBrCl4CsF4N6O8S as an isolated structure in a non-equilibrium geometry, computed with wB97M-V/def2-TZVPD.

Summary:
HOMO-LUMO gap	1.11	eV
M	956.01	g/mol
calculated total energy	-193239.7806	eV

Geometry as ORCA input:
```
! wB97M-V def2-TZVPD RIJCOSX def2/J DEFGRID3
* xyz -1 1
C -2.79243 -5.25088 0.38018
C -4.20786 -5.05665 -0.22659
B -4.29710 -3.85350 -1.25638
O -5.06121 -3.86862 -2.39070
C -3.42888 -2.55089 -0.93894
C -2.21755 -2.36033 -1.55934
N -1.49859 -1.28773 -1.24446
C -1.87769 -0.36554 -0.35377
C -0.94229 0.79805 -0.06062
N 0.44643 0.36617 -0.27278
C 0.82590 -0.74538 0.60304
C -3.10020 -0.47513 0.27394
S -3.76786 0.71444 1.42229
C -3.88292 -1.60053 -0.03372
C -5.22270 -1.69332 0.68159
O -5.27280 -2.33890 1.70446
O -6.28798 -1.05082 0.18533
H -2.82709 -5.96030 1.21905
H -2.10870 -5.69845 -0.35331
H -2.36806 -4.32952 0.79411
H -4.86470 -4.76852 0.60945
H -4.50675 -6.01347 -0.66890
H -4.92994 -4.67822 -2.89584
H -1.85506 -3.09165 -2.27296
H -0.58771 -1.16448 -1.70108
H -1.05573 1.05189 1.00146
H -1.22489 1.65012 -0.68727
H 1.10941 1.12963 -0.26038
H 0.04990 -1.02657 1.36682
H 0.94027 -1.67566 -0.07935
H 1.81762 -0.59869 1.15561
H -3.96682 -0.03494 2.53814
H -6.05695 -0.12442 -0.03450
C 2.65560 6.29320 -0.53937
C 2.58864 5.11630 -1.50559
C 1.32998 5.08177 -2.40179
O 0.16650 4.63956 -1.72887
C -0.50303 5.63520 -0.97313
N 2.72292 3.87797 -0.73310
H 1.99412 6.16924 0.31838
H 3.66855 6.39374 -0.14598
H 2.39574 7.22840 -1.03775
H 3.45141 5.19972 -2.17309
H 1.50334 4.35348 -3.19769
H 1.15161 6.09143 -2.92622
H -0.43817 6.61450 -1.44822
H -0.10469 5.68016 0.04518
H -1.55417 5.35129 -0.90614
H 2.78602 3.09708 -1.38106
H 1.83719 3.72969 -0.25370
Br -5.64152 2.81719 1.16635
C -0.89567 -9.01693 3.24622
N -1.63085 -8.03840 2.39859
O -2.33883 -8.47863 1.51986
O -1.46607 -6.86262 2.65316
H -1.13751 -10.01768 2.90728
H 0.16520 -8.81357 3.13445
H -1.21700 -8.86533 4.27246
F 5.10517 7.82811 1.32397
Al 6.09804 7.15451 2.54179
F 7.71817 7.08248 1.98445
F 5.55555 5.57192 2.91449
F 6.02315 8.12757 3.94822
Cs 2.57187 -2.24681 -0.01765
O 4.27768 -5.96186 -3.37068
H 5.18074 -5.77992 -3.74358
H 4.12755 -6.93560 -3.24595
H 3.56226 -5.55052 -3.92983
C -8.42423 4.86890 -0.51407
Cl -6.97430 5.04628 -1.49215
Cl -9.62735 6.12611 -0.87795
H -8.86406 3.89933 -0.71451
H -8.14612 4.94061 0.53128
Cl -0.18187 6.43389 -4.27069
Cl 0.10935 -2.78231 -3.80600
C 7.70768 -0.63106 1.75098
O 6.60128 -0.59517 1.23489
N 8.77537 0.03143 1.22834
N 7.96372 -1.33439 2.89635
H 9.69063 0.02142 1.63523
H 8.62007 0.56325 0.39144
H 7.19828 -1.82998 3.31082
H 8.86303 -1.37219 3.33603
*
```

=====

3.
A 11-piece molecular cluster, C14H49BClN21O15P overall in a non-equilibrium geometry, computed with wB97M-V/def2-TZVPD.

Summary:
HOMO-LUMO gap	6.03	eV
M	828.92	g/mol
calculated total energy	-99822.1545	eV

Geometry as ORCA input:
```
! wB97M-V def2-TZVPD RIJCOSX def2/J DEFGRID3
* xyz -1 1
C -1.88274 -2.17076 -0.15910
C -1.69070 -2.97269 1.14024
O -0.40476 -3.60407 1.15412
B -0.23960 -4.68905 1.99064
O -0.32710 -5.97938 1.45086
C 0.13336 -4.58890 3.52036
N -0.45975 -3.43223 4.23833
P -1.85626 -3.74372 5.07904
O -2.54699 -2.26542 5.19911
Cl -3.25807 -4.85344 3.81061
C 1.71158 -4.40279 3.57419
O 2.33624 -5.35093 4.06262
O 2.11387 -3.28055 3.10657
H -0.89316 -1.94482 -0.55934
H -2.41252 -1.24372 0.07120
H -2.47173 -2.75914 -0.86802
H -2.46822 -3.73760 1.24044
H -1.74741 -2.26293 1.97379
H -0.96496 -6.50073 1.94836
H -0.09469 -5.50191 4.07561
H -0.43219 -2.58795 3.66915
H -2.09242 -1.59516 4.65785
C 1.10440 0.63344 -1.14206
O 0.10492 -0.03229 -0.93117
N 1.11841 1.69260 -2.02539
N 2.29240 0.37058 -0.52809
H 1.95268 2.20982 -2.24699
H 0.25673 1.93638 -2.49961
H 2.30945 -0.38629 0.13356
H 3.12008 0.91771 -0.66961
C -1.84405 0.73584 -3.90365
O -1.59742 1.58449 -3.06107
N -2.15909 1.05028 -5.20309
N -1.81147 -0.58046 -3.59419
H -2.36113 0.36235 -5.90229
H -2.18427 2.02128 -5.44641
H -1.55683 -0.81858 -2.64804
H -1.99483 -1.31626 -4.24891
C -6.89453 -2.18097 3.17574
O -8.03994 -1.88527 2.86857
N -6.35083 -1.85677 4.38936
N -6.05280 -2.85830 2.34558
H -5.41156 -2.09557 4.65601
H -6.93309 -1.35770 5.03329
H -6.39520 -3.12152 1.44188
H -5.11540 -3.10004 2.61136
C 1.54006 5.14771 0.04115
O 2.71444 4.81642 0.01882
N 0.55634 4.39629 -0.52496
N 1.12565 6.31433 0.63067
H -0.41205 4.65520 -0.51723
H 0.83215 3.53437 -0.97599
H 1.82781 6.89087 1.05313
H 0.16765 6.60385 0.66430
C 2.47515 6.02761 -3.91512
O 3.07058 4.98034 -3.71750
N 1.35355 6.39783 -3.24413
N 2.89626 6.93019 -4.86392
H 0.85632 7.25913 -3.41795
H 1.01248 5.76670 -2.54108
H 3.71789 6.69671 -5.38679
H 2.41705 7.79049 -5.04962
C -0.78365 -8.36813 -1.86282
O -1.67259 -8.44494 -2.69316
N -0.35541 -7.18903 -1.32804
N -0.12594 -9.48007 -1.39596
H 0.35359 -7.11278 -0.61994
H -0.82720 -6.34822 -1.61611
H -0.41023 -10.36759 -1.76306
H 0.60023 -9.44161 -0.70629
C 0.69273 -0.25861 5.82885
O -0.23170 -0.19109 5.02977
N 1.28559 0.87199 6.32782
N 1.20155 -1.43500 6.27287
H 2.05389 0.85266 6.96904
H 0.94090 1.75308 5.99882
H 0.79602 -2.27914 5.90228
H 1.95863 -1.50458 6.92393
C 1.51490 -4.72942 -3.77819
O 0.39959 -4.24409 -3.85292
N 2.62901 -4.06581 -4.22292
N 1.72675 -5.96378 -3.24417
H 3.55587 -4.43927 -4.16033
H 2.49335 -3.14791 -4.60154
H 0.91002 -6.44187 -2.88957
H 2.62878 -6.39348 -3.17535
C -1.80763 8.73628 -4.01238
O -0.65935 8.32299 -4.06776
N -2.84375 8.05849 -4.58068
N -2.13337 9.89920 -3.37644
H -3.79513 8.37052 -4.54753
H -2.62621 7.19760 -5.04737
H -1.38658 10.41345 -2.94880
H -3.06841 10.25371 -3.31630
C 5.22464 3.57817 2.61006
O 4.24771 3.02945 3.08210
N 5.15584 4.47317 1.58355
N 6.49304 3.33129 3.09051
H 5.96407 4.92933 1.20736
H 4.24753 4.67615 1.18326
H 6.57519 2.67149 3.84015
H 7.31796 3.76248 2.72204
*
```

=====

4.
C22H30N8SeSm as an isolated structure, computed with wB97M-V/def2-TZVPD.

Summary:
HOMO-LUMO gap (alpha / beta)	6.23 / 7.36	eV
energy above the lowest of the compared OMol25 structures with the same formula, charge and spin	16.6	kJ/mol
M	635.86	g/mol
⟨S²⟩	8.759
calculated total energy	-118450.3904	eV

Geometry as ORCA input:
```
! wB97M-V def2-TZVPD RIJCOSX def2/J DEFGRID3
* xyz 3 6
Sm 0.11577 0.26758 0.37500
C 0.79476 1.10667 -2.67775
C -0.07528 2.33007 -2.37672
N -0.77478 2.19772 -1.05683
C -0.77384 3.42550 -0.22340
C -1.50427 3.16452 1.08166
N -0.85415 2.11276 1.92997
C 0.07563 2.68952 2.96401
C 1.56679 2.52553 2.68918
C 2.16205 1.14939 3.00657
N 2.13244 0.14349 1.89220
C 3.36134 0.18869 1.04208
C 3.39331 1.38901 0.11375
N 2.10344 1.53953 -0.61959
C 2.18943 1.17462 -2.06362
H 0.90665 0.99231 -3.75555
H 0.26304 0.19796 -2.34597
H -0.81711 2.45876 -3.16258
H 0.53024 3.23960 -2.37592
H -1.75103 2.01512 -1.27653
H -1.26310 4.25612 -0.73607
H 0.25626 3.73103 -0.02788
H -2.52693 2.85008 0.86685
H -1.57712 4.10195 1.63367
H -1.61348 1.69730 2.46469
H -0.16430 2.23084 3.92392
H -0.14503 3.75187 3.06542
H 2.07641 3.24436 3.33280
H 1.79633 2.84179 1.66878
H 1.61861 0.71488 3.84671
H 3.19601 1.26576 3.33390
H 2.17244 -0.76158 2.35841
H 3.39956 -0.72686 0.45034
H 4.25526 0.21045 1.66931
H 4.21877 1.26750 -0.58836
H 3.59594 2.29953 0.67388
H 1.88547 2.53202 -0.60776
H 2.69068 0.21003 -2.15505
H 2.79270 1.90729 -2.60269
Se -3.56228 -6.52147 -2.11704
N -1.93168 -6.19582 -1.53718
C -1.89248 -4.92420 -1.21951
C -0.70822 -4.25904 -0.70227
C 0.48381 -4.95659 -0.47570
C 1.57102 -4.28044 0.02626
C 1.44362 -2.92262 0.27209
N 0.32406 -2.22697 0.05823
C -0.76144 -2.89358 -0.41909
C -2.01229 -2.14722 -0.58704
N -2.02560 -0.83539 -0.23492
C -3.18029 -0.16818 -0.32787
C -4.36069 -0.72491 -0.78919
C -4.35039 -2.04893 -1.16692
C -3.16418 -2.78217 -1.05723
C -3.10465 -4.19285 -1.40119
N -4.12559 -4.87171 -1.86599
H 0.51768 -6.01722 -0.69553
H 2.50797 -4.78019 0.22839
H 2.29280 -2.37692 0.66201
H -3.17126 0.86756 -0.00496
H -5.26019 -0.12688 -0.83978
H -5.23869 -2.54694 -1.53640
*
```

=====

Q: Number 4 is which compound?
A: C22H30N8SeSm

=====

Q: Number 2 is which compound?
A: C17H39AlBBrCl4CsF4N6O8S

=====

Q: Among the records above, which one has the lowest calculated total energy?
A: C17H39AlBBrCl4CsF4N6O8S